Entry 1:
C35H35N7 | wB97M-V/def2-TZVPD

Structure (XYZ):
```
77
Properties=species:S:1:pos:R:3:forces:R:3:lowdin_charge:R:1
C 8.7597 1.5419 3.5972 0.349 -0.026 -0.176 -0.10
C 7.8405 1.5256 4.6192 -0.581 0.604 0.284 -0.08
C 6.7928 2.4518 4.5667 -0.361 0.852 -1.084 -0.13
N 6.5509 3.3363 3.5285 1.646 -2.330 0.986 0.06
C 7.4600 3.2231 2.5377 -0.804 1.072 0.230 -0.16
C 8.5649 2.3925 2.5389 0.427 0.203 0.226 -0.09
H 9.6906 0.9944 3.5913 -0.117 -0.407 0.343 0.11
H 7.9833 0.8884 5.4794 -0.173 0.009 0.091 0.10
H 6.1026 2.5526 5.3913 -0.082 -0.135 0.107 0.09
H 7.2981 3.9505 1.7559 0.140 -0.055 -0.357 0.10
H 9.4091 2.4696 1.8697 -0.449 0.211 -0.653 0.10
C 2.5638 -2.1848 6.9688 -1.605 0.612 -0.324 -0.08
C 1.9530 -1.7246 5.7683 0.187 -0.052 1.631 -0.08
C 0.6200 -1.2877 5.8041 0.308 -1.082 2.005 -0.14
N -0.1553 -1.4051 6.9350 1.479 -0.681 0.474 0.03
C 0.4021 -1.9428 8.0902 1.417 1.124 -2.916 -0.11
C 1.8012 -2.2633 8.1515 -1.414 -0.419 -1.226 -0.07
H 3.6047 -2.4716 6.9439 0.032 -0.106 0.131 0.09
H 2.5746 -1.7081 4.8853 -0.256 0.184 -0.246 0.09
H 0.1600 -0.9039 4.9054 -0.270 0.117 0.099 0.09
H -0.2791 -2.0487 8.9215 0.081 -0.042 0.078 0.09
H 2.2111 -2.7799 9.0067 0.041 0.345 0.286 0.09
C -0.0916 -7.7101 0.2442 -1.377 -1.398 0.221 -0.07
C -0.1901 -6.8635 1.3484 -0.162 0.073 -0.463 -0.10
C -1.0125 -7.1797 2.4138 -1.455 -2.844 -1.172 -0.12
N -1.7677 -8.3638 2.4111 0.921 1.191 -0.885 0.04
C -1.7241 -9.1721 1.3044 1.403 1.871 1.127 -0.15
C -0.8953 -8.8924 0.2049 0.594 1.243 0.870 -0.07
H 0.5405 -7.4533 -0.5930 0.062 -0.011 -0.023 0.10
H 0.2963 -5.8996 1.3230 0.290 -0.012 0.133 0.10
H -1.1333 -6.4865 3.2332 -0.098 -0.284 0.262 0.10
H -2.2815 -10.0963 1.3452 -0.258 0.062 0.090 0.09
H -0.8630 -9.5948 -0.6148 0.076 0.121 -0.160 0.09
C -6.1714 -3.9750 -0.0424 1.228 0.722 -0.227 -0.10
C -7.4496 -3.9450 -0.5182 -1.866 0.761 -0.849 -0.09
C -8.0694 -2.7155 -0.8538 1.787 0.380 1.331 -0.13
N -7.4518 -1.5253 -0.6367 0.140 -1.190 -0.544 0.04
C -6.1677 -1.5618 -0.2157 -0.932 -1.073 -0.001 -0.14
C -5.4931 -2.7645 0.0892 -0.644 1.073 -0.088 -0.07
H -5.5939 -4.8752 0.1078 -0.355 -0.283 0.270 0.11
H -8.0649 -4.8192 -0.6722 0.257 -0.322 0.020 0.10
H -9.0798 -2.6827 -1.2337 -0.064 0.018 -0.020 0.10
H -5.7296 -0.5782 -0.1316 0.368 -0.068 0.198 0.09
H -4.4787 -2.7278 0.4580 0.089 -0.023 -0.084 0.09
C 1.5199 0.6946 -3.9599 -0.090 -0.112 -0.008 -0.10
C 2.1702 1.3331 -2.9129 -0.382 -0.659 0.140 -0.07
C 1.9997 0.8280 -1.6070 -0.960 -0.527 -1.268 -0.14
N 1.1562 -0.1982 -1.3444 -0.012 -0.011 -1.241 0.05
C 0.5298 -0.7995 -2.4091 1.346 0.566 0.279 -0.14
C 0.7440 -0.4411 -3.7390 -0.068 0.975 0.862 -0.08
H 1.5781 1.1008 -4.9589 0.222 -0.001 -0.124 0.10
H 2.7723 2.1929 -3.1673 0.140 0.091 0.427 0.10
H 2.5248 1.2993 -0.7893 -0.102 -0.154 0.285 0.10
H -0.1064 -1.6552 -2.2374 -0.109 0.032 0.577 0.09
H 0.2232 -0.9128 -4.5591 0.011 -0.202 0.080 0.10
C -2.9558 5.5943 2.6653 1.472 -0.396 -0.249 -0.09
C -1.6938 5.0220 2.4562 -0.241 -0.635 -0.865 -0.10
C -0.6467 5.1889 3.3263 -0.944 1.460 2.247 -0.12
N -0.8176 5.9149 4.5082 -0.303 -0.787 -1.462 0.05
C -2.0269 6.4412 4.7166 0.696 -0.353 -0.984 -0.15
C -3.0788 6.3479 3.7853 -0.841 0.238 1.196 -0.09
H -3.7409 5.4179 1.9450 -0.143 0.133 0.117 0.11
H -1.6005 4.3867 1.5878 0.371 -0.047 -0.130 0.10
H 0.3349 4.7557 3.2026 -0.030 -0.040 -0.173 0.10
H -2.1561 6.9750 5.6465 -0.059 0.090 0.085 0.10
H -4.0527 6.7557 4.0128 0.025 0.334 0.217 0.10
C -0.2005 3.7376 -11.4613 -0.960 0.645 -0.330 -0.07
C -1.5419 3.5579 -11.1021 -0.095 0.160 0.025 -0.08
C -2.5203 4.4226 -11.5898 1.341 1.326 -2.334 -0.14
N -2.2346 5.4515 -12.4655 1.306 -0.704 0.588 0.05
C -0.9121 5.6378 -12.7904 -1.743 -1.109 0.877 -0.14
C 0.0808 4.8100 -12.3097 0.467 -0.522 0.392 -0.10
H 0.5938 3.0702 -11.1613 -0.093 -0.065 0.199 0.10
H -1.9035 2.7560 -10.4755 0.333 -0.213 0.096 0.09
H -3.5778 4.2203 -11.5049 -0.049 0.096 0.526 0.10
H -0.5939 6.3779 -13.5097 -0.629 0.414 -0.003 0.10
H 1.0973 4.9923 -12.6258 0.122 -0.030 -0.035 0.10
```
Forces are in eV/Å.

The charge is 0. As for the multiplicity: 1. The structure (SMILES) is c1ccncc1.c1ccncc1.c1ccncc1.c1ccncc1.c1ccncc1.c1ccncc1.c1ccncc1. For the HOMO-LUMO gap, the calculation gives 9.912 eV.


Entry 2:
C35H36AsIrN6O4S2 | wB97M-V/def2-TZVPD

Structure (XYZ):
```
85
Properties=species:S:1:pos:R:3:forces:R:3:lowdin_charge:R:1
Ir -0.4549 -1.3089 0.7827 -0.519 0.079 0.055 1.23
C -2.1492 -4.4320 -1.9285 -0.003 0.019 0.035 0.01
O -1.5442 -4.9873 -0.7112 -0.034 -0.009 -0.009 0.09
C -1.0739 -3.9745 -0.0407 -0.014 0.043 0.085 -0.32
N -1.2812 -2.7747 -0.4855 0.384 -0.097 -0.108 0.01
C -2.0860 -2.8960 -1.7327 -0.095 -0.074 0.057 -0.21
C -1.5258 -2.2116 -2.9504 -0.080 0.068 0.012 -0.22
C -2.4171 -1.6824 -3.8800 0.040 0.086 0.080 -0.04
C -1.9492 -1.1523 -5.0731 0.036 0.021 -0.018 -0.05
C -0.5879 -1.1535 -5.3462 -0.057 0.011 -0.008 -0.05
C 0.3019 -1.6876 -4.4253 0.046 -0.013 0.056 -0.06
C -0.1652 -2.2181 -3.2309 0.041 -0.045 -0.030 -0.05
C -0.3269 -4.2029 1.2180 -0.057 -0.009 -0.054 -0.15
C -0.0171 -5.4002 1.8322 0.063 0.005 0.016 0.07
C 0.6956 -5.3438 3.0312 -0.009 0.041 -0.016 0.03
C 1.0528 -4.1207 3.5930 -0.025 -0.015 -0.022 0.08
C 0.6880 -2.9712 2.9123 0.056 0.093 0.029 -0.12
N 0.0370 -3.0434 1.7594 -0.073 -0.055 -0.064 -0.01
C 0.8411 -1.5548 3.3156 -0.062 -0.009 -0.055 -0.30
N 0.3321 -0.6105 2.5909 0.297 -0.159 -0.114 0.00
C 0.5116 0.6631 3.3286 -0.058 -0.022 0.030 -0.21
C 1.3280 0.2151 4.5658 -0.007 0.009 0.005 0.03
O 1.4207 -1.2506 4.4386 -0.031 0.011 0.039 0.10
C -0.8041 1.3037 3.6870 -0.015 -0.057 0.005 -0.22
C -1.9684 0.5619 3.8528 -0.002 0.023 -0.050 -0.05
C -3.1562 1.1942 4.2000 -0.004 0.010 -0.007 -0.07
C -3.1770 2.5671 4.3999 -0.013 -0.012 0.002 -0.06
C -2.0102 3.3066 4.2535 0.012 0.005 -0.005 -0.05
C -0.8281 2.6788 3.8915 0.002 0.003 0.040 -0.04
H -3.1560 -4.8296 -2.0065 0.003 -0.006 0.018 0.15
H -1.5395 -4.7687 -2.7634 -0.015 0.005 -0.007 0.15
H -3.0756 -2.4940 -1.5051 -0.003 -0.011 -0.068 0.15
H -3.4820 -1.6852 -3.6738 -0.005 -0.016 -0.009 0.12
H -2.6475 -0.7450 -5.7915 -0.002 -0.001 -0.005 0.12
H -0.2231 -0.7465 -6.2793 0.002 0.002 -0.004 0.12
H 1.3630 -1.6964 -4.6378 0.000 0.000 0.000 0.12
H 0.5409 -2.6361 -2.5243 -0.037 0.011 -0.061 0.09
H -0.3158 -6.3405 1.3903 -0.006 -0.006 0.013 0.14
H 0.9633 -6.2619 3.5361 -0.002 -0.001 0.002 0.14
H 1.5849 -4.0565 4.5318 0.010 -0.009 -0.002 0.14
H 1.0947 1.3417 2.7140 0.001 0.049 -0.008 0.09
H 0.8204 0.4136 5.5054 0.025 0.025 0.003 0.15
H 2.3434 0.6012 4.5848 0.005 -0.018 -0.030 0.15
H -1.9589 -0.5164 3.7238 0.000 -0.006 0.012 0.10
H -4.0605 0.6144 4.3292 -0.003 -0.001 0.000 0.11
H -4.0990 3.0591 4.6782 -0.001 0.000 0.000 0.11
H -2.0234 4.3761 4.4148 -0.001 0.002 0.001 0.12
H 0.0780 3.2572 3.7486 0.005 0.002 -0.002 0.13
N 1.9477 5.5272 -4.1149 -0.084 -0.036 -0.059 0.13
C 2.1357 4.7636 -3.0072 0.040 -0.010 0.041 -0.31
C 1.4709 5.0652 -1.8068 -0.004 -0.003 -0.011 -0.01
C 1.6648 4.2891 -0.6849 -0.031 -0.026 -0.004 -0.07
C 2.5180 3.1907 -0.7377 0.009 -0.026 -0.006 -0.33
C 3.1925 2.8825 -1.9189 0.005 -0.011 0.005 -0.06
C 2.9984 3.6524 -3.0423 -0.020 0.021 -0.002 -0.01
S 2.7454 2.1892 0.6663 0.020 -0.037 0.016 0.61
O 2.2003 2.8849 1.8054 -0.021 -0.012 -0.010 -0.31
O 4.1051 1.7187 0.7071 -0.027 -0.028 -0.029 -0.34
N 1.7345 0.9076 0.4365 0.023 -0.028 -0.041 -0.14
C 2.1793 -0.2540 0.0556 -0.035 0.029 -0.061 -0.68
S 3.8222 -0.7488 -0.3246 -0.051 0.006 -0.009 1.12
C 3.2736 -2.3555 -0.6852 0.103 0.029 -0.020 -0.36
C 1.9621 -2.4863 -0.4933 -0.102 0.091 0.008 -0.27
N 1.3187 -1.3075 -0.1023 0.222 -0.066 0.157 -0.17
H 1.4408 6.3913 -4.0548 0.027 0.020 0.008 0.11
H 2.5207 5.3917 -4.9276 0.026 0.020 0.009 0.11
H 0.8239 5.9321 -1.7592 0.002 0.005 0.000 0.12
H 1.1746 4.5412 0.2460 0.012 0.011 0.000 0.11
H 3.8882 2.0532 -1.9462 0.003 -0.002 0.010 0.11
H 3.5357 3.4244 -3.9542 0.003 0.000 -0.002 0.12
H 3.9529 -3.1123 -1.0405 0.019 0.005 0.007 0.08
H 1.3909 -3.3766 -0.6937 -0.005 0.003 0.080 0.10
C -1.2054 2.3598 0.6117 -0.010 0.028 -0.044 -0.24
As -1.1712 0.7201 -0.3936 0.149 0.157 0.121 1.03
C -0.2909 1.2099 -2.0364 -0.053 -0.057 -0.012 -0.21
C -3.0313 0.5580 -0.9165 -0.002 -0.010 0.077 -0.26
H -1.5276 3.1516 -0.0653 0.008 -0.005 -0.015 0.06
H -0.2048 2.5722 0.9788 -0.028 0.022 0.042 0.00
H -1.9016 2.2859 1.4443 -0.026 -0.030 -0.044 0.03
H -1.0160 1.7469 -2.6481 0.019 0.012 0.004 0.06
H 0.0598 0.3340 -2.5743 -0.008 -0.048 0.006 0.01
H 0.5449 1.8584 -1.7907 0.048 0.040 -0.017 0.01
H -3.3787 1.5496 -1.2054 -0.025 -0.019 -0.018 0.05
H -3.6405 0.2029 -0.0857 0.002 0.004 0.002 0.04
H -3.1275 -0.1131 -1.7654 -0.002 -0.022 -0.031 0.00
```
Forces are in eV/Å.

The charge is +2. As for the multiplicity: 1. For the HOMO-LUMO gap, the calculation gives 4.898 eV.


Which energy relative to the best compared isomer or geometry (same formula, charge and spin) belongs to each record? In order, 2.5372, 1.7052 eV.
Which LUMO belongs to each record? In order, 0.354, -7.320 eV.